Entry 1:
{
  "formula": "C32H58BFI2N3O3",
  "method": "wB97M-V/def2-TZVPD",
  "spin_multiplicity": 3,
  "e_tot_ev": -64331.615,
  "charge": -1,
  "mol_weight_da": 816.452,
  "gap_ev": [6.8, 6.7],
  "symbols": ["I", "I", "F", "O", "O", "O", "N", "N", "N", "C", "C", "C", "C", "C", "C", "C", "C", "C", "C", "C", "C", "C", "C", "C", "C", "C", "C", "C", "C", "C", "C", "C", "C", "C", "C", "C", "C", "C", "C", "C", "C", "B", "H", "H", "H", "H", "H", "H", "H", "H", "H", "H", "H", "H", "H", "H", "H", "H", "H", "H", "H", "H", "H", "H", "H", "H", "H", "H", "H", "H", "H", "H", "H", "H", "H", "H", "H", "H", "H", "H", "H", "H", "H", "H", "H", "H", "H", "H", "H", "H", "H", "H", "H", "H", "H", "H", "H", "H", "H", "H"],
  "coordinates": [[4.0967, -1.0334, -0.7458], [1.7338, -0.0502, -2.6429], [2.8404, 3.9583, 0.3474], [-2.2036, -0.4162, 1.3593], [-4.6712, 2.8738, 5.3627], [5.1111, -3.7621, -2.5336], [-5.6561, 3.0292, 4.5316], [-2.1813, 3.6001, -2.5681], [4.4724, -4.8566, -2.8042], [4.5115, -7.3050, -2.3376], [2.7514, 0.4062, 0.2215], [-0.0845, 3.9881, -3.5445], [-4.2358, 4.8790, 3.6543], [-4.3902, 2.7477, 2.3855], [3.6719, 1.2348, 1.1051], [-6.5743, 1.0297, 5.6918], [2.7931, -5.7919, -4.3949], [-7.7573, 1.9221, 3.7699], [6.0092, -5.8368, -1.1151], [2.0109, 1.2298, -0.8755], [-5.5499, 0.7799, 3.4319], [-5.1529, 3.7109, 3.2986], [-6.3336, 4.3470, 2.5225], [-1.4404, 4.1361, -3.5305], [-0.1342, -0.0716, 2.4669], [5.8807, -6.2578, -4.9636], [-0.4293, 0.5142, 0.0050], [5.0372, -5.0141, -5.2395], [-5.1299, 1.4394, 2.1216], [0.7077, 2.8977, 0.8793], [-6.3433, 1.7159, 4.3471], [-1.0632, 0.5046, 1.4012], [0.6027, 3.2927, -2.5907], [1.3842, 5.1429, 1.7390], [3.3104, -3.4044, -4.4564], [1.4707, 4.1694, 0.5523], [6.4328, -6.2301, -3.5393], [-1.5043, 2.8970, -1.6683], [3.9427, -4.7715, -4.1973], [5.3490, -6.0187, -2.4801], [-0.1446, 2.6855, -1.5908], [0.5332, 1.8161, -0.3645], [-1.4993, 1.4575, 1.6978], [4.5829, -5.0909, -6.2302], [6.7279, -5.0189, -1.1082], [0.4695, 4.4546, -4.3565], [5.2953, -7.1668, -5.1297], [6.7103, -6.2996, -5.6734], [4.4311, 1.7700, 0.5396], [1.0675, 4.7136, -0.3029], [2.0932, -0.2070, 0.8258], [3.1386, 1.9382, 1.7430], [-6.0337, 5.2820, 2.0505], [-0.6601, -0.2421, 3.4058], [5.7044, -4.1467, -5.2749], [-1.2694, 0.4229, -0.6856], [-8.3112, 2.6624, 4.3505], [5.1242, -8.1069, -1.9235], [-5.6432, 0.7180, 6.1626], [0.0953, -0.4472, -0.0776], [-7.1779, 0.1332, 5.5498], [-7.1638, 4.5879, 3.1881], [-3.4205, 2.5087, 2.8344], [1.1684, 2.4620, 1.7717], [4.1218, -7.6815, -3.2807], [1.6766, 3.1922, -2.6285], [0.2567, -1.0102, 2.0637], [-0.2994, 3.2357, 1.1429], [2.5342, -3.1812, -3.7223], [5.2645, -5.6436, -0.3413], [-2.1065, 2.4282, -0.8885], [1.9479, 6.0482, 1.4955], [-4.6517, 0.4310, 3.9508], [2.8538, -3.3935, -5.4466], [-4.1723, 3.2426, 1.4363], [6.5509, -6.7432, -0.8426], [2.2971, -6.0181, -3.4510], [-4.4773, 0.7620, 1.5681], [7.1762, -5.4300, -3.4676], [-8.3173, 0.9870, 3.8090], [1.8644, 4.6763, 2.6003], [2.0269, -5.3944, -5.0594], [-7.7633, 2.2321, 2.7278], [-3.3114, 4.5523, 4.1286], [0.3537, 5.4016, 1.9722], [-6.1458, -0.1107, 3.2182], [-3.9528, 5.4110, 2.7464], [6.9636, -7.1629, -3.3336], [-1.8089, -1.2938, 1.3592], [-6.7078, 3.7098, 1.7216], [3.6719, -7.1478, -1.6591], [4.0402, -2.5962, -4.4372], [-6.0023, 1.6108, 1.4829], [3.1265, -6.7293, -4.8422], [-7.1052, 1.6870, 6.3838], [0.7286, 0.5673, 2.6650], [4.2074, 0.5485, 1.7646], [-1.9142, 4.7144, -4.3161], [2.7055, 2.0000, -1.2096], [-4.7353, 5.5859, 4.3207]],
  "forces_ev_per_a": [[1.0, -0.6, 1.2], [-1.2, 0.8, -0.6], [0.1, -0.2, -0.4], [-0.1, 0.3, 0.4], [-0.4, 0.5, 0.4], [-0.4, 0.0, 0.5], [2.1, -1.3, -0.1], [-0.3, 0.1, -0.3], [2.0, 1.0, -0.9], [-0.2, -0.1, -0.2], [0.4, 0.5, -1.2], [1.3, 1.0, -1.6], [0.3, -0.1, 0.6], [0.1, -0.5, 0.1], [0.1, -0.3, 0.6], [0.4, 0.1, 0.4], [0.0, -0.3, 0.1], [-0.1, 0.2, -0.3], [0.1, 0.6, 0.1], [0.1, -0.5, 0.8], [0.5, 0.1, -0.3], [-0.7, 1.3, -1.2], [-0.3, -0.1, 0.0], [-0.4, 0.0, 0.2], [0.2, 0.6, -0.2], [0.0, 0.0, 0.1], [-0.1, 0.5, 0.8], [0.6, -0.1, 0.1], [0.0, 0.0, -0.1], [0.4, -0.3, -0.8], [-1.7, -0.5, -0.2], [-0.2, -1.3, -0.4], [-0.4, -0.4, 0.5], [0.7, -0.1, -0.4], [0.3, 0.4, 0.3], [-0.9, 0.9, 1.5], [0.1, 0.3, -0.5], [-0.8, -0.4, 0.9], [-1.6, -0.5, -0.8], [-0.3, -1.6, 0.7], [1.1, -0.5, 0.4], [0.0, -0.2, -0.6], [0.1, 0.1, 0.0], [-0.2, 0.0, 0.1], [-0.1, 0.1, 0.0], [0.0, 0.0, 0.0], [0.0, 0.0, 0.0], [0.0, 0.0, 0.0], [-0.1, 0.1, -0.2], [0.1, -0.4, -0.4], [-0.1, -0.1, -0.2], [-0.1, 0.0, -0.2], [0.2, -0.1, 0.0], [0.0, -0.1, 0.0], [-0.1, 0.1, 0.1], [0.0, 0.1, -0.1], [0.0, 0.0, 0.0], [0.1, 0.1, 0.0], [0.0, 0.1, 0.0], [0.1, 0.1, -0.1], [0.0, 0.0, -0.2], [0.0, 0.0, 0.0], [0.0, 0.1, 0.1], [-0.2, 0.1, 0.1], [0.0, 0.1, 0.0], [0.1, 0.1, -0.1], [0.0, -0.1, 0.2], [0.0, 0.0, 0.1], [0.0, 0.0, 0.0], [0.0, 0.0, 0.0], [-0.2, 0.1, -0.1], [-0.1, 0.1, 0.1], [0.0, 0.1, 0.1], [0.0, -0.2, 0.0], [0.0, 0.1, 0.1], [-0.1, -0.1, -0.1], [0.0, 0.0, 0.0], [0.0, 0.0, 0.0], [-0.1, 0.1, 0.1], [0.1, -0.1, 0.1], [-0.1, 0.0, 0.1], [0.1, 0.1, 0.0], [0.0, 0.1, 0.0], [-0.1, -0.1, 0.1], [0.0, 0.0, 0.0], [-0.1, 0.0, 0.1], [-0.1, -0.1, -0.1], [-0.1, 0.0, 0.1], [-0.1, -0.1, -0.1], [0.0, 0.0, 0.1], [0.0, 0.1, 0.0], [0.0, 0.0, 0.2], [0.0, 0.0, 0.0], [0.0, 0.0, 0.1], [0.0, 0.0, 0.0], [0.0, 0.0, 0.0], [0.0, 0.1, 0.1], [-0.3, 0.0, 0.1], [0.0, -0.1, -0.2], [0.0, 0.0, 0.0]]
}



Entry 2:
{
  "formula": "C32H58F6O22",
  "method": "wB97M-V/def2-TZVPD",
  "de_lowest_kj_mol": 359.4,
  "e_tot_ev": -95472.255,
  "smiles": "CCOC(=O)C(F)(F)F.CCOC(=O)C(F)(F)F.CCOC(=O)OC.CCOC(=O)OC.CCOC(=O)OC.CCOC(=O)OC.CCOC(=O)OC.CCOC(=O)OC",
  "charge": 0,
  "mol_weight_da": 908.782,
  "gap_ev": 11.0,
  "symbols": ["F", "F", "F", "F", "F", "F", "O", "O", "O", "O", "O", "O", "O", "O", "O", "O", "O", "O", "O", "O", "O", "O", "O", "O", "O", "O", "O", "O", "C", "C", "C", "C", "C", "C", "C", "C", "C", "C", "C", "C", "C", "C", "C", "C", "C", "C", "C", "C", "C", "C", "C", "C", "C", "C", "C", "C", "C", "C", "C", "C", "H", "H", "H", "H", "H", "H", "H", "H", "H", "H", "H", "H", "H", "H", "H", "H", "H", "H", "H", "H", "H", "H", "H", "H", "H", "H", "H", "H", "H", "H", "H", "H", "H", "H", "H", "H", "H", "H", "H", "H", "H", "H", "H", "H", "H", "H", "H", "H", "H", "H", "H", "H", "H", "H", "H", "H", "H", "H"],
  "coordinates": [[13.9823, 27.8242, 19.6710], [4.5052, 32.8412, 22.4297], [13.0119, 29.6809, 20.4112], [12.5694, 27.7658, 21.2627], [6.4350, 33.0713, 21.3459], [6.1303, 33.7698, 23.2658], [12.3956, 21.8708, 25.9885], [10.5553, 28.4905, 25.6262], [4.4079, 26.0907, 24.0790], [10.6956, 31.8662, 22.4526], [12.8226, 24.0120, 26.3412], [10.7806, 20.8998, 22.0931], [6.9074, 31.5221, 24.4367], [9.5473, 33.5785, 21.4905], [11.8128, 23.4045, 24.3459], [15.0347, 32.7732, 26.9751], [12.0965, 28.2400, 17.8590], [4.8230, 25.3618, 26.2443], [6.1684, 30.3026, 22.5528], [10.2997, 18.9574, 22.9050], [11.3365, 19.0719, 20.8523], [10.6008, 28.5874, 19.5473], [11.3168, 33.9112, 22.9236], [6.2179, 26.7182, 25.1665], [11.6094, 27.9954, 23.6908], [12.1970, 29.8406, 24.7251], [15.8833, 34.5981, 25.9290], [13.6030, 34.3559, 26.3451], [16.3479, 32.1731, 26.9505], [10.4316, 33.1696, 22.2130], [10.7652, 26.7963, 23.4771], [12.3742, 35.9859, 23.4259], [11.1287, 35.3313, 22.8514], [8.0833, 30.6793, 26.4491], [11.9671, 19.4678, 26.0634], [7.7292, 30.4819, 24.9705], [10.1386, 27.7188, 16.4769], [12.5655, 25.4453, 26.2045], [10.8609, 19.5834, 21.8436], [10.4147, 17.5594, 23.1161], [7.9850, 25.7518, 26.7190], [6.3217, 31.4101, 23.1804], [12.2290, 30.7433, 25.7751], [11.3924, 28.7304, 24.7891], [5.1726, 25.9428, 25.2332], [11.8070, 20.8106, 25.2671], [10.0815, 30.8331, 21.7060], [9.3394, 27.0188, 23.0227], [15.6473, 35.8734, 25.5087], [10.6696, 23.1740, 21.1886], [5.8289, 32.7253, 22.5207], [11.7214, 28.3861, 19.1430], [3.0954, 25.4403, 24.1006], [17.0152, 36.4080, 24.9445], [7.0258, 26.8408, 26.2859], [11.2587, 28.6577, 16.7482], [12.8758, 28.3650, 20.1232], [14.7591, 33.9239, 26.3809], [12.3795, 23.1191, 25.4177], [11.3071, 21.7840, 21.1725], [8.5877, 30.5083, 24.2993], [6.3902, 27.1139, 27.1282], [8.5916, 29.8153, 26.8772], [9.0089, 26.0444, 22.6629], [3.1041, 24.4646, 24.5865], [8.7665, 27.4550, 23.8410], [17.7198, 36.4769, 25.7733], [11.3224, 26.0590, 22.8990], [17.4029, 35.8466, 24.0945], [12.4864, 37.0670, 23.3433], [10.6099, 26.7499, 16.3118], [11.4851, 25.5652, 26.2846], [8.7750, 31.5180, 26.5283], [12.5108, 35.8004, 24.4913], [12.9711, 19.5128, 26.4854], [10.7806, 29.6190, 16.9365], [16.7716, 32.1945, 27.9545], [11.3352, 21.3294, 20.1823], [11.8716, 18.5980, 25.4134], [2.8110, 25.2510, 23.0656], [10.2521, 35.5969, 23.4422], [10.4971, 30.9499, 20.7051], [10.5460, 23.5828, 22.1914], [9.5728, 17.3532, 23.7769], [11.2618, 17.1220, 23.6445], [7.5641, 24.7958, 27.0304], [10.3475, 16.9831, 22.1933], [10.3033, 29.8466, 22.1129], [11.2361, 31.1917, 25.7393], [14.9071, 35.8624, 24.7086], [2.3866, 26.1358, 24.5502], [8.5471, 26.0213, 27.6132], [11.3141, 19.4172, 26.9346], [12.2604, 20.7196, 24.2801], [9.5681, 28.0522, 15.6100], [12.9973, 25.9131, 27.0893], [12.9088, 25.9615, 25.3079], [8.9963, 30.9355, 21.7068], [7.2410, 30.9227, 27.0966], [13.2597, 35.6662, 22.8765], [10.7293, 20.9664, 25.2185], [9.4288, 27.5694, 17.2905], [15.4101, 36.4712, 26.3887], [17.1121, 32.5527, 26.2724], [10.4919, 26.2370, 24.3719], [11.1680, 23.9308, 20.5828], [13.0247, 31.4815, 25.8753], [12.3508, 21.9257, 21.4531], [11.8881, 28.6403, 15.8584], [10.9701, 35.6927, 21.8353], [12.2969, 30.2020, 26.7188], [9.6825, 23.1174, 20.7298], [16.7909, 37.3932, 24.5357], [9.3052, 27.7293, 22.1968], [7.7252, 27.6716, 26.1926], [8.6924, 25.3756, 25.9800], [7.3606, 29.4779, 24.7601], [16.2020, 31.1325, 26.6608]],
  "forces_ev_per_a": [[0.7, 0.2, -0.3], [-0.3, -1.5, -0.9], [0.9, -0.1, -0.1], [-0.2, -0.3, 0.0], [-0.9, -1.9, 0.3], [0.9, 0.7, 1.8], [1.1, 2.0, 0.0], [0.5, 0.2, 0.2], [0.8, -1.0, 1.3], [0.8, 0.9, 1.4], [0.6, -0.5, -0.9], [-1.4, -1.3, 1.2], [-2.0, 1.3, -2.3], [0.9, -0.2, 0.6], [2.0, -0.7, 2.5], [0.7, -0.1, -0.5], [0.5, 0.3, 0.7], [0.3, -0.1, -1.3], [0.8, 5.1, 2.8], [0.9, 0.7, 0.0], [-0.4, 0.2, 1.1], [0.9, -0.1, -0.5], [-0.6, -0.6, -0.7], [0.9, 0.2, -2.2], [-0.5, -0.7, 0.2], [0.8, -2.4, -1.9], [-1.2, -3.7, 1.4], [2.9, -0.9, -0.2], [0.3, -0.7, 0.2], [-0.5, -0.5, -0.3], [-0.6, -0.5, 1.1], [0.7, 0.1, 0.2], [0.2, 1.0, 0.3], [0.1, 0.8, -0.5], [1.0, 1.6, 0.0], [0.8, -1.3, -0.6], [-0.3, -1.4, 0.2], [-0.9, -0.6, 0.3], [0.3, -0.3, -0.4], [-0.9, -1.0, -0.3], [-0.1, -2.2, 0.1], [0.5, -5.8, -0.9], [-1.9, 0.0, 2.2], [-0.1, 1.0, -0.4], [-2.9, 0.0, 0.7], [-1.0, -1.8, 0.1], [-0.5, 0.6, -0.9], [0.8, 1.3, -1.1], [1.7, 2.1, -1.5], [-1.2, -0.4, -0.1], [0.6, 2.5, 0.1], [-2.1, -0.3, -1.4], [0.6, 0.2, -0.2], [-1.5, 0.1, 0.3], [1.3, 0.6, 2.5], [-0.9, 0.3, 0.4], [-0.5, 0.6, 0.6], [-1.3, 1.8, 0.1], [-2.8, 0.6, -0.6], [2.0, 1.6, -1.3], [0.7, 0.1, 0.5], [-0.1, -0.2, 0.1], [0.0, -0.1, -0.4], [-0.5, 0.1, 0.2], [0.2, 0.3, 0.4], [-0.3, -0.4, -0.1], [0.2, 0.0, -0.3], [0.2, 0.7, -0.4], [0.0, -0.4, 0.3], [-0.9, 0.2, -0.3], [-0.4, -0.3, -0.4], [0.0, 0.1, -0.1], [0.0, 0.1, 0.1], [0.0, -0.4, -0.1], [0.2, -0.4, -0.1], [0.8, 0.4, 0.2], [-0.2, 0.1, 0.0], [-0.3, 0.1, -0.1], [-0.1, 0.2, 0.1], [0.2, 0.3, 0.0], [-0.1, -0.1, -0.1], [-0.4, -0.5, -0.2], [0.2, -0.2, 0.1], [-0.1, -0.2, -0.3], [0.7, 1.1, 0.0], [-0.9, 0.1, 0.0], [-0.3, 0.2, -0.1], [0.5, 0.4, 0.2], [0.2, 0.8, 0.5], [-0.3, 0.4, 0.3], [0.0, -0.2, 0.1], [0.0, 0.7, -0.2], [-0.3, 0.0, -0.3], [-0.2, 0.1, 0.0], [0.2, -0.1, -0.1], [0.2, -0.3, -0.1], [0.3, -0.6, -0.2], [0.0, 0.2, -0.2], [-0.3, -0.1, -0.3], [0.0, -0.5, 0.1], [0.1, 0.4, -0.6], [0.2, 0.4, 0.2], [-0.6, 0.3, -0.3], [-0.6, 0.7, -0.1], [1.3, 0.4, 0.8], [0.6, -0.4, 0.0], [0.1, -0.2, -1.3], [0.3, 0.0, 0.0], [0.3, 0.5, 0.4], [-0.1, -0.4, -0.1], [-0.2, -0.2, 0.2], [-0.3, -0.1, 0.2], [0.2, 0.2, 0.2], [-0.2, -0.1, -0.3], [-0.5, 0.5, -0.9], [0.2, 0.7, -0.4], [-0.8, 0.1, 0.2], [-0.2, 0.0, 0.2]]
}



> What is the formula in the second record?

C32H58F6O22